{
  "formula": "C22H69INO17",
  "method": "ωB97M-V/def2-TZVPD",
  "symbols": ["C", "C", "C", "O", "C", "N", "I", "C", "C", "C", "C", "O", "C", "O", "O", "H", "H", "H", "H", "H", "H", "H", "H", "H", "H", "H", "H", "H", "H", "H", "H", "H", "C", "O", "H", "H", "H", "H", "C", "O", "H", "H", "H", "H", "C", "O", "H", "H", "H", "H", "C", "O", "H", "H", "H", "H", "C", "O", "H", "H", "H", "H", "C", "O", "H", "H", "H", "H", "C", "O", "H", "H", "H", "H", "C", "O", "H", "H", "H", "H", "C", "O", "H", "H", "H", "H", "C", "O", "H", "H", "H", "H", "C", "O", "H", "H", "H", "H", "C", "O", "H", "H", "H", "H", "C", "O", "H", "H", "H", "H"],
  "positions_angstrom": [[-2.23, 1.17, 3.33], [-0.65, 0.92, 3.58], [-0.26, -0.50, 2.94], [1.15, -0.47, 2.55], [1.41, -1.66, 1.75], [2.70, -1.61, 1.02], [3.08, -3.62, 0.57], [2.59, -0.92, -0.31], [2.60, 0.68, -0.24], [1.19, 1.38, 0.02], [-0.08, 0.65, -0.62], [-0.04, 0.52, -2.07], [3.94, -1.33, -1.13], [5.07, -1.06, -0.56], [3.91, -1.97, -2.35], [-2.36, 1.43, 2.22], [-2.62, 2.07, 3.92], [-2.82, 0.21, 3.57], [0.00, 1.75, 3.13], [-0.44, 0.88, 4.71], [-0.33, -1.33, 3.74], [-0.96, -0.68, 2.07], [1.50, -2.53, 2.50], [0.50, -1.95, 1.08], [1.73, -1.38, -0.90], [3.28, 0.96, 0.65], [3.14, 1.12, -1.16], [0.98, 1.61, 1.12], [1.24, 2.42, -0.49], [-0.26, -0.39, -0.18], [-0.99, 1.31, -0.38], [-0.98, 0.45, -2.33], [-5.39, 0.57, 0.78], [-4.23, -0.09, 1.26], [-5.54, 1.49, 1.34], [-5.27, 0.81, -0.28], [-6.26, -0.07, 0.91], [-4.13, -0.90, 0.75], [6.72, -1.16, 3.15], [6.43, -2.32, 2.40], [6.88, -1.44, 4.19], [7.62, -0.68, 2.76], [5.88, -0.46, 3.10], [6.29, -2.04, 1.48], [10.84, -0.92, 2.83], [10.86, 0.44, 3.23], [10.47, -1.53, 3.67], [10.16, -1.04, 1.98], [11.84, -1.25, 2.56], [11.19, 0.95, 2.47], [4.93, 3.36, 2.66], [3.86, 3.35, 1.72], [4.59, 2.91, 3.59], [5.77, 2.78, 2.27], [5.24, 4.39, 2.85], [4.19, 3.75, 0.91], [4.10, -5.95, -3.05], [3.46, -5.34, -4.16], [4.23, -7.01, -3.25], [5.08, -5.49, -2.89], [3.48, -5.82, -2.16], [3.36, -4.40, -3.95], [-9.56, -0.83, -0.36], [-8.51, -0.24, 0.40], [-9.17, -1.70, -0.89], [-10.37, -1.14, 0.30], [-9.93, -0.10, -1.09], [-8.88, 0.52, 0.86], [-13.54, -0.89, 0.41], [-12.50, -0.31, 1.17], [-13.15, -1.76, -0.12], [-14.35, -1.21, 1.07], [-13.92, -0.17, -0.32], [-12.87, 0.46, 1.63], [11.95, 1.17, -0.47], [11.58, 1.86, 0.72], [12.67, 0.39, -0.22], [11.07, 0.72, -0.93], [12.42, 1.87, -1.17], [10.95, 2.54, 0.46], [-1.56, 4.28, -0.71], [-1.56, 3.45, 0.44], [-1.98, 3.72, -1.55], [-2.17, 5.17, -0.53], [-0.54, 4.57, -0.96], [-1.18, 3.97, 1.16], [5.34, -4.06, -6.83], [4.25, -4.07, -7.73], [6.26, -3.93, -7.39], [5.23, -3.23, -6.12], [5.38, -5.01, -6.29], [3.44, -4.18, -7.21], [11.86, 4.24, -3.86], [11.98, 3.00, -3.17], [11.29, 4.93, -3.25], [12.86, 4.66, -4.05], [11.34, 4.08, -4.81], [12.49, 2.41, -3.74], [-15.64, -0.43, 3.62], [-15.25, 0.93, 3.60], [-14.75, -1.06, 3.59], [-16.21, -0.64, 4.53], [-16.26, -0.64, 2.74], [-16.05, 1.47, 3.62], [-14.11, 0.38, -3.63], [-14.03, -0.85, -2.93], [-14.67, 1.09, -3.02], [-13.11, 0.77, -3.81], [-14.63, 0.23, -4.58], [-13.53, -1.46, -3.48]],
  "orbital_gap_ha": 0.2151,
  "total_charge": -1,
  "total_energy_ha": -2510.8270
}

{
  "formula": "C20H23GeN2ReSSbSe4",
  "method": "ωB97M-V/def2-TZVPD",
  "symbols": ["Re", "Se", "Sb", "Se", "Se", "Se", "C", "Ge", "C", "C", "C", "C", "C", "C", "C", "C", "C", "C", "C", "C", "C", "C", "C", "C", "H", "H", "H", "H", "H", "H", "H", "H", "H", "H", "H", "H", "H", "H", "H", "C", "N", "C", "S", "N", "C", "H", "H", "H", "H", "H", "H", "H", "H"],
  "positions_angstrom": [[3.69, 2.84, -1.00], [11.30, -2.59, -2.29], [11.52, -0.59, -3.30], [5.20, 1.59, -1.95], [4.07, 3.15, 1.13], [11.86, 1.39, -4.34], [-1.95, 0.48, -0.35], [-2.03, -1.37, 0.10], [-1.71, -2.71, -1.20], [-0.44, -2.97, -1.71], [-0.29, -3.96, -2.67], [-1.40, -4.66, -3.14], [-2.67, -4.39, -2.64], [-2.83, -3.43, -1.65], [-2.78, -1.85, 1.82], [-3.38, -0.79, 2.52], [-4.10, -1.00, 3.69], [-4.24, -2.29, 4.19], [-3.64, -3.37, 3.53], [-3.78, -4.68, 4.06], [-3.19, -5.79, 3.43], [-2.45, -5.60, 2.28], [-2.30, -4.31, 1.74], [-2.90, -3.16, 2.34], [-2.96, 0.76, -0.67], [-1.27, 0.61, -1.19], [-1.66, 1.12, 0.49], [0.43, -2.43, -1.37], [0.69, -4.18, -3.07], [-1.27, -5.41, -3.90], [-3.53, -4.93, -3.01], [-3.83, -3.24, -1.26], [-3.30, 0.22, 2.15], [-4.56, -0.16, 4.20], [-4.80, -2.46, 5.10], [-4.36, -4.82, 4.96], [-3.31, -6.78, 3.85], [-1.98, -6.44, 1.79], [-1.70, -4.20, 0.85], [0.94, 5.47, 0.12], [2.02, 6.27, -0.45], [2.79, 5.96, -1.48], [2.68, 4.43, -2.37], [3.65, 6.84, -1.95], [3.81, 8.20, -1.44], [0.11, 6.13, 0.35], [1.27, 4.97, 1.03], [0.61, 4.73, -0.61], [2.16, 7.18, -0.03], [4.22, 6.54, -2.73], [2.86, 8.73, -1.47], [4.52, 8.72, -2.08], [4.21, 8.19, -0.42]],
  "spin_multiplicity": 2,
  "e_above_lowest_kcal_mol": 29.8,
  "orbital_gap_ha": [0.2191, 0.1478],
  "total_charge": 4,
  "s_squared": 0.8239,
  "total_energy_ha": -13283.3052
}

Values of F_max, in order: 5.59 0.59, all in eV/Å.